# 1
{"formula": "C18H10N3S3Tb", "method": "ωB97M-V/def2-TZVPD", "e_homo_ev": [-8.3935, -8.3956], "relative_energy_kj_mol": 0.0, "s_squared": 12.72, "spin_multiplicity": 7, "e_tot_ha": -2875.32732, "orbital_gap_ev": [7.104, 7.149], "molar_mass_g_mol": 523.43, "charge": 0, "species": ["Tb", "C", "C", "C", "C", "C", "C", "C", "C", "C", "S", "C", "N", "H", "H", "H", "H", "H", "H", "H", "H", "S", "C", "C", "C", "C", "N", "C", "C", "C", "S", "C", "N", "H", "H"], "coordinates": [[-1.334422, 1.014075, 0.022557], [1.556313, -0.457195, 0.210646], [1.801097, 0.673295, -0.745894], [3.040287, 0.816101, -1.399912], [3.207846, 1.846851, -2.276241], [2.161470, 2.762047, -2.519273], [2.303595, 3.845232, -3.417176], [1.256796, 4.697842, -3.603164], [0.044655, 4.509467, -2.911880], [-0.143808, 3.472367, -2.029359], [-1.693373, 3.328519, -1.188506], [0.945465, 2.572778, -1.829258], [0.805106, 1.518270, -0.960485], [2.463821, -1.026118, 0.397697], [0.806279, -1.152870, -0.183990], [1.198435, -0.092434, 1.180003], [3.830331, 0.107269, -1.198574], [4.147693, 1.979482, -2.798393], [3.242230, 3.976721, -3.939085], [1.342265, 5.533576, -4.284389], [-0.768247, 5.204096, -3.075578], [-1.596530, 0.299925, 2.514603], [-1.881955, -1.444924, 2.364401], [-1.862179, -2.164534, 3.558230], [-2.091276, -3.532029, 3.591060], [-2.050980, -4.221033, 4.848317], [-2.006094, -4.771903, 5.855060], [-2.354787, -4.211539, 2.397272], [-2.375427, -3.504494, 1.204113], [-2.139967, -2.131901, 1.159946], [-2.209256, -1.392098, -0.451901], [-2.602844, -5.623879, 2.378589], [-2.800423, -6.755169, 2.363545], [-1.662635, -1.642748, 4.483678], [-2.579477, -4.033047, 0.283338]], "forces_ev_per_a": [[-0.0058, -0.0630, 0.0460], [-0.0548, -0.0545, 0.0970], [0.1162, 0.0353, -0.0912], [-0.0954, -0.0053, 0.0516], [-0.0022, 0.0186, -0.0139], [0.0099, 0.0745, -0.0484], [0.0121, -0.0569, 0.0368], [-0.0428, 0.0192, -0.0006], [0.0176, 0.0267, -0.0302], [0.0243, -0.0570, 0.0591], [-0.0055, 0.0317, -0.0624], [-0.0083, -0.0330, 0.0277], [-0.0359, -0.0707, 0.0573], [0.0142, 0.0073, -0.0276], [0.0311, 0.0218, -0.0140], [0.0083, 0.0043, -0.0286], [0.0098, -0.0003, -0.0051], [0.0095, 0.0000, 0.0005], [0.0056, 0.0087, -0.0083], [0.0279, 0.0006, -0.0121], [-0.0217, -0.0109, 0.0145], [-0.0309, 0.0331, 0.0235], [0.0081, 0.0321, -0.0457], [0.0097, -0.0727, -0.0409], [0.0019, 0.0968, 0.0072], [0.0056, -0.0927, -0.0184], [-0.0049, 0.0167, 0.0459], [-0.0067, 0.0570, -0.1159], [0.0334, -0.0267, 0.0751], [0.0382, 0.0880, -0.0160], [-0.0642, 0.0110, -0.0251], [0.0040, -0.0364, 0.1138], [-0.0050, -0.0282, -0.0428], [-0.0028, 0.0159, 0.0004], [-0.0003, 0.0090, -0.0092]]}


# 2
{"formula": "C18H11ClN3O8RhSbSe4", "method": "ωB97M-V/def2-TZVPD", "e_homo_ev": [-4.1397, -5.8096], "relative_energy_kj_mol": 46.3, "s_squared": 6.03, "spin_multiplicity": 5, "e_tot_ha": -11875.62672, "orbital_gap_ev": [5.638, 5.731], "molar_mass_g_mol": 973.26, "charge": -1, "species": ["Rh", "O", "C", "O", "C", "C", "C", "C", "C", "N", "C", "O", "O", "H", "H", "H", "H", "H", "O", "C", "O", "C", "C", "Cl", "N", "N", "C", "C", "O", "O", "C", "C", "C", "C", "C", "C", "H", "H", "H", "H", "H", "H", "Se", "Sb", "Se", "Se", "Se"], "coordinates": [[0.076107, -0.615157, -0.268602], [-0.835883, -4.500259, -1.017567], [-0.460722, -3.331807, -0.464038], [-1.179555, -2.305338, -0.653115], [0.689607, -3.304389, 0.347131], [1.461376, -4.412267, 0.769764], [2.319222, -4.259645, 1.817347], [2.350584, -3.023890, 2.522296], [1.641984, -1.964526, 2.023881], [0.944255, -2.052333, 0.874189], [1.363235, -0.735114, 2.836708], [2.243471, -0.413708, 3.784503], [0.314044, -0.149332, 2.722602], [-1.565506, -4.291957, -1.617006], [1.335211, -5.362314, 0.269297], [2.922237, -5.089461, 2.159606], [2.880278, -2.931979, 3.458997], [3.160749, -0.623791, 3.481788], [-1.616369, 0.682181, -5.766974], [-2.096976, 1.582232, -4.937585], [-2.798254, 2.498928, -5.298270], [-1.773263, 1.394509, -3.493714], [-2.228538, 2.189193, -2.453066], [-3.244787, 3.546312, -2.444881], [-1.755056, 1.688954, -1.292532], [-0.999718, 0.608619, -1.549281], [-0.982612, 0.416990, -2.853425], [-0.082889, -0.698911, -3.350954], [-0.085309, -0.934062, -4.573351], [0.601794, -1.253327, -2.462830], [-1.821980, 2.178609, 0.047431], [-2.330727, 1.344221, 1.030495], [-2.275743, 1.761861, 2.351235], [-1.727967, 2.995463, 2.667290], [-1.232162, 3.820855, 1.668731], [-1.267324, 3.412156, 0.346068], [-1.059738, -0.038225, -5.300940], [-2.737714, 0.376984, 0.761679], [-2.628516, 1.103331, 3.132503], [-1.654840, 3.301093, 3.702326], [-0.772096, 4.765470, 1.922986], [-0.841919, 4.021522, -0.439845], [2.713455, 3.190566, 2.728033], [3.678063, 1.526519, 1.315592], [1.732623, 1.041514, -0.378263], [4.898251, -0.440262, 1.905165], [4.729617, 3.283970, -0.031407]], "forces_ev_per_a": [[-0.1432, -0.3008, 0.0262], [0.0171, 0.0453, 0.0160], [0.0160, -0.0802, -0.0009], [-0.0124, 0.0932, 0.0083], [0.0090, -0.0064, 0.0204], [-0.0083, 0.0131, -0.0285], [0.0097, 0.0040, 0.0182], [-0.1222, -0.0091, -0.0120], [-0.0619, -0.1049, -0.1229], [0.0453, 0.1426, -0.0415], [-0.1117, -0.1275, 0.1564], [0.1034, 0.1621, -0.0154], [0.0575, 0.0532, -0.0306], [-0.0002, 0.0059, 0.0088], [-0.0089, -0.0077, -0.0020], [-0.0035, -0.0115, -0.0025], [0.0032, 0.0205, -0.0272], [-0.0967, -0.0993, -0.0003], [-0.1410, 0.0166, -0.0230], [-0.1874, -0.1367, -0.0501], [0.0783, 0.0587, -0.0007], [0.0412, 0.1040, 0.0292], [-0.0697, -0.0367, 0.0144], [0.0039, -0.0048, -0.0176], [0.0815, -0.0714, -0.1299], [0.0939, -0.0672, 0.0923], [-0.0047, -0.0089, 0.0652], [0.0058, 0.0772, 0.0543], [-0.0958, -0.1502, 0.0546], [0.1152, -0.0649, -0.0211], [-0.0200, 0.0126, 0.0516], [0.0064, 0.0633, -0.0091], [0.0176, -0.0464, -0.0339], [0.0038, -0.0291, 0.0296], [0.0332, 0.0137, -0.0009], [-0.0297, -0.0101, 0.0270], [0.2361, 0.1577, -0.0438], [0.0088, 0.0084, 0.0012], [-0.0037, 0.0105, 0.0125], [-0.0119, 0.0096, 0.0027], [0.0013, 0.0151, 0.0010], [0.0054, -0.0084, -0.0098], [-0.1481, 0.2799, 0.1886], [0.1503, -0.1286, -0.5158], [0.0526, 0.2121, 0.0517], [0.1302, -0.0392, 0.0640], [-0.0458, -0.0292, 0.1454]]}


# 3
{"formula": "C18H12F3NO", "method": "ωB97M-V/def2-TZVPD", "smiles": "O=c1ccccn1[C@H](c1cccc(F)c1)c1cc(F)cc(F)c1", "e_homo_ev": -8.3283, "e_tot_ha": -1122.64773, "orbital_gap_ev": 7.860, "molar_mass_g_mol": 315.29, "charge": 0, "species": ["F", "C", "C", "C", "F", "C", "C", "C", "C", "C", "C", "C", "C", "F", "C", "C", "H", "H", "H", "H", "H", "H", "H", "H", "N", "C", "O", "C", "C", "C", "C", "H", "H", "H", "H"], "coordinates": [[-2.717996, 0.158668, -4.163610], [-2.836483, 0.666396, -2.882302], [-3.112001, 2.023009, -2.788779], [-3.310645, 2.489018, -1.489591], [-3.606061, 3.830894, -1.349115], [-3.004377, 1.738193, -0.349795], [-2.597788, 0.359550, -0.453216], [-2.176425, -0.363376, 0.761703], [-2.049955, -1.818810, 0.966435], [-2.390327, -2.371486, 2.250193], [-2.506009, -3.757907, 2.482796], [-2.197079, -4.671808, 1.472548], [-1.824882, -4.133389, 0.245420], [-1.708693, -5.069775, -0.777319], [-1.651975, -2.744670, -0.027952], [-2.631311, -0.176389, -1.781074], [-3.207079, 2.660269, -3.666491], [-3.044328, 2.216483, 0.637291], [-2.599373, 0.109098, 1.679744], [-2.630829, -1.679298, 3.053869], [-2.779543, -4.129697, 3.474315], [-2.302157, -5.777043, 1.591591], [-1.309077, -2.398533, -1.002819], [-2.576133, -1.246816, -1.986432], [-0.702534, 0.322121, 1.482697], [-0.835115, 0.593051, 2.851265], [-1.882517, 0.340179, 3.498409], [0.305843, 1.230925, 3.545368], [1.359307, 1.690043, 2.810919], [1.374613, 1.585556, 1.382180], [0.253655, 0.959761, 0.791298], [0.176522, 1.345006, 4.651486], [2.220442, 2.142467, 3.352338], [2.186494, 1.970060, 0.721782], [0.192138, 0.983160, -0.311663]], "forces_ev_per_a": [[-0.1682, 0.2066, 1.4594], [0.1677, -0.1425, -0.5205], [-0.3776, -0.4116, 0.5905], [0.9537, 0.7651, 0.2056], [0.1203, -1.4478, 0.0480], [0.2754, -0.7686, 0.1710], [-0.5887, 1.4608, -2.3982], [1.9878, 2.1105, 3.4100], [0.0077, -2.4434, 0.5393], [-0.4841, -0.0485, -0.7006], [0.7598, 0.6480, -0.1706], [-0.2832, 0.1119, -0.2654], [0.0570, -0.1014, -0.7297], [0.3534, 1.2956, 0.7326], [-0.7851, -0.8059, 0.4894], [-0.0133, 0.1341, 0.3708], [-0.0620, -0.2023, 0.2912], [-0.0077, -0.1561, -0.4817], [-1.1473, -0.9158, -0.9240], [0.0166, -0.1299, -0.2038], [0.0187, 0.2779, -0.3658], [0.1206, 1.1776, -0.1595], [-0.1125, -0.4094, 0.2627], [0.3053, 0.4375, 0.1165], [-1.4501, 0.2031, -0.5990], [-0.6453, 0.1990, 1.9945], [1.1494, 0.0445, -1.3133], [-0.6031, -0.3722, -0.5460], [0.8059, 0.1068, 0.4675], [-1.5362, -0.6845, -0.7401], [2.6633, 0.9082, -0.6460], [0.2797, -0.1221, -1.3049], [-0.7084, -0.2487, -0.5829], [-0.9049, -0.2641, 0.8240], [-0.1644, -0.4125, 0.6791]]}